No. 1
Computed, not measured: 2 unconnected molecules or ions with the total composition C12H20Cl4N4O2Si, with ωB97M-V with the def2-TZVPD basis set.

Geometry as ORCA input:
```
! RIJCOSX wB97M-V def2-TZVPD def2/J DEFGRID3
* xyz 0 1
C -1.78 2.91 -2.05
C -1.02 1.69 -2.53
O -1.87 0.54 -2.62
C -2.06 0.02 -3.86
O -2.33 0.69 -4.82
C -1.87 -1.48 -3.89
C -0.65 -1.89 -3.06
C -0.98 -2.27 -1.60
C -0.22 -1.46 -0.59
N -0.89 -0.94 0.44
N -0.22 -0.21 1.29
C 1.09 -0.02 1.09
Si 2.03 1.11 2.30
C 1.23 1.10 3.98
C 1.88 2.85 1.58
C 3.83 0.65 2.34
N 1.76 -0.57 0.07
N 1.10 -1.31 -0.79
H -2.54 2.62 -1.32
H -1.09 3.61 -1.58
H -2.28 3.41 -2.88
H -0.57 1.90 -3.50
H -0.22 1.44 -1.83
H -2.78 -1.97 -3.55
H -1.73 -1.74 -4.93
H 0.07 -1.07 -3.06
H -0.13 -2.71 -3.55
H -2.04 -2.10 -1.40
H -0.78 -3.33 -1.44
H 1.54 2.01 4.49
H 1.51 0.26 4.61
H 0.14 1.14 3.88
H 1.93 2.81 0.49
H 0.95 3.31 1.90
H 2.72 3.46 1.93
H 4.36 1.42 2.90
H 4.24 0.63 1.33
H 4.01 -0.32 2.82
Cl 0.41 -2.69 3.32
C -1.27 -3.23 3.49
Cl -1.78 -4.02 1.99
Cl -1.38 -4.38 4.82
Cl -2.30 -1.84 3.81
*
```

orbital gap: 8.6 eV
HOMO level: -9.2 eV
lowest unoccupied orbital energy: -0.57 eV
E: -2968.97451 hartree
largest force on an atom: 0.78 eV/Å
energy above the lowest of the compared OMol25 structures with the same formula, charge and spin: 0.0 kJ/mol



No. 2
Computed, not measured: a gas-phase ion, C12H20ClN2O2S (charge +1) in a non-equilibrium geometry, with ωB97M-V with the def2-TZVPD basis set.

Geometry as ORCA input:
```
! RIJCOSX wB97M-V def2-TZVPD def2/J DEFGRID3
* xyz 1 1
C 2.61 -1.05 2.03
C 1.76 -2.27 1.70
N 0.51 -1.89 0.97
C -0.01 -3.01 0.16
C 0.78 -3.18 -1.13
C -0.49 -1.34 1.91
C -1.73 -0.69 1.25
N -1.46 0.11 0.07
S -0.10 1.11 0.07
O 0.96 0.30 -0.52
O 0.10 1.52 1.42
C -0.55 2.44 -1.00
C -0.19 2.40 -2.33
C -0.57 3.44 -3.16
C -1.30 4.50 -2.64
Cl -1.77 5.79 -3.67
C -1.66 4.53 -1.30
C -1.28 3.49 -0.47
H 2.84 -0.49 1.12
H 3.55 -1.38 2.47
H 2.13 -0.38 2.73
H 2.33 -2.94 1.06
H 1.48 -2.81 2.61
H 0.79 -1.11 0.32
H -1.05 -2.80 -0.09
H 0.01 -3.93 0.76
H 0.28 -3.90 -1.77
H 1.79 -3.55 -0.95
H 0.86 -2.24 -1.66
H -0.83 -2.14 2.58
H 0.01 -0.57 2.50
H -2.48 -1.43 0.99
H -2.16 -0.02 2.00
H -1.53 -0.39 -0.80
H 0.40 1.58 -2.70
H -0.29 3.44 -4.21
H -2.22 5.37 -0.91
H -1.52 3.49 0.58
*
```

orbital gap: 9.8 eV
HOMO level: -12.4 eV
lowest unoccupied orbital energy: -2.63 eV
E: -1587.39463 hartree
largest force on an atom: 1.19 eV/Å



No. 3
Computed, not measured: 2 unconnected molecules or ions with the total composition C12H20ClN3O7S2 in a non-equilibrium geometry, with ωB97M-V with the def2-TZVPD basis set.

Geometry as ORCA input:
```
! RIJCOSX wB97M-V def2-TZVPD def2/J DEFGRID3
* xyz 0 1
C 3.96 -1.51 -1.84
C 3.12 -0.40 -0.98
O 2.99 -0.40 0.37
O 2.48 0.72 -1.69
C 1.06 0.39 -2.06
N 0.22 1.51 -1.54
N -0.31 2.33 -2.49
C -1.26 1.73 -3.28
S -2.16 1.02 -4.56
C -0.70 1.15 -0.41
O -0.21 0.33 0.57
O -2.08 1.64 -0.18
C -2.99 0.53 -0.61
C -4.38 1.23 -1.15
C -5.43 0.21 -1.89
C -4.75 -1.10 -2.60
S -4.70 -2.65 -1.52
O -3.24 -3.05 -1.21
O -5.33 -3.80 -2.39
Cl -5.81 -2.47 0.26
H 5.06 -1.59 -1.41
H 3.94 -1.18 -2.99
H 3.42 -2.56 -1.77
H 0.86 -0.67 -1.58
H 1.08 0.24 -3.22
H -3.24 -0.14 0.35
H -2.39 -0.07 -1.43
H -4.09 2.17 -1.80
H -4.94 1.65 -0.19
H -5.93 0.83 -2.77
H -6.34 -0.08 -1.18
H -5.38 -1.33 -3.58
H -3.64 -0.92 -3.00
C 3.93 0.48 3.13
N 4.40 0.56 4.50
C 3.47 0.28 5.57
C 5.70 0.88 4.80
O 6.17 0.96 5.93
H 3.11 1.20 3.00
H 3.55 -0.53 2.94
H 4.73 0.71 2.42
H 3.41 1.16 6.22
H 3.85 -0.56 6.16
H 2.48 0.04 5.18
H 6.32 1.06 3.91
*
```

orbital gap: 6.7 eV
HOMO level: -8.7 eV
lowest unoccupied orbital energy: -2.00 eV
E: -2416.36321 hartree
largest force on an atom: 9.33 eV/Å



No. 4
Computed, not measured: a molecular structure, C12H20F12Na4O16S4 in a non-equilibrium geometry, with ωB97M-V with the def2-TZVPD basis set.

Geometry as ORCA input:
```
! RIJCOSX wB97M-V def2-TZVPD def2/J DEFGRID3
* xyz 0 1
Na -8.86 12.52 -5.86
Na -6.53 16.25 -5.38
Na -11.58 14.08 -0.99
Na -7.50 15.67 -1.52
C -11.16 16.62 -4.66
F -12.23 15.84 -4.88
F -10.79 17.28 -5.74
F -11.48 17.49 -3.72
S -9.80 15.56 -3.98
O -9.44 14.65 -5.04
O -8.69 16.36 -3.54
O -10.47 14.92 -2.84
C -3.38 16.05 -2.54
F -2.29 16.38 -1.84
F -3.06 16.12 -3.85
F -3.71 14.79 -2.27
S -4.78 17.19 -2.19
O -4.29 18.51 -2.46
O -5.84 16.75 -3.11
O -5.15 16.95 -0.81
C -9.76 19.61 -1.91
F -10.28 20.83 -1.79
F -10.73 18.74 -1.51
F -9.51 19.38 -3.20
S -8.28 19.47 -0.80
O -7.92 18.07 -0.94
O -7.38 20.39 -1.40
O -8.80 19.82 0.49
C -5.70 11.68 -3.47
F -4.57 12.37 -3.35
F -5.69 11.02 -4.63
F -5.80 10.79 -2.47
S -7.09 12.87 -3.42
O -8.27 12.07 -3.71
O -7.09 13.51 -2.12
O -6.76 13.84 -4.46
C -7.93 9.51 -6.83
O -9.09 10.35 -6.79
C -10.11 9.80 -5.98
C -11.38 10.55 -6.28
O -11.29 11.88 -5.78
C -12.35 12.75 -6.12
H -8.20 8.51 -7.15
H -7.51 9.46 -5.82
H -7.21 9.94 -7.53
H -9.85 9.82 -4.91
H -10.30 8.75 -6.23
H -12.24 10.07 -5.80
H -11.46 10.61 -7.38
H -12.38 13.55 -5.38
H -13.31 12.23 -6.10
H -12.17 13.18 -7.11
C -15.85 18.32 -10.68
O -15.16 17.10 -10.77
C -15.13 16.41 -9.55
C -14.23 16.94 -8.47
O -14.90 17.98 -7.76
C -14.18 18.38 -6.62
H -16.16 18.69 -11.66
H -15.21 19.08 -10.23
H -16.75 18.23 -10.07
H -14.94 15.34 -9.73
H -16.16 16.29 -9.18
H -13.29 17.30 -8.92
H -14.06 16.14 -7.74
H -14.82 18.97 -5.96
H -13.36 19.05 -6.91
H -13.88 17.52 -6.00
*
```

orbital gap: 5.6 eV
HOMO level: -7.9 eV
lowest unoccupied orbital energy: -2.31 eV
E: -5113.64923 hartree
largest force on an atom: 1.78 eV/Å



No. 5
Computed, not measured: a molecular structure, C12H20F5N2O3PTeYb in a non-equilibrium geometry, with ωB97M-V with the def2-TZVPD basis set.

Geometry as ORCA input:
```
! RIJCOSX wB97M-V def2-TZVPD def2/J DEFGRID3
* xyz 2 3
C -1.15 2.50 -1.28
C -0.66 1.29 -2.07
N -0.49 0.17 -1.36
C -0.19 -1.02 -2.00
C 0.08 -0.98 -3.41
C -0.08 0.19 -4.13
C -0.48 1.36 -3.46
C -0.14 -2.22 -1.25
P -0.20 -2.46 0.51
H -0.68 2.30 -3.96
H 0.43 -1.91 -3.89
H 0.10 0.22 -5.20
C 0.87 3.11 -0.06
C -1.32 3.33 1.03
H 0.12 -3.11 -1.83
H -2.24 2.42 -1.14
H -0.92 3.40 -1.86
C 1.37 -3.37 0.81
C -1.40 -3.84 0.59
H 1.49 -3.57 1.88
H 1.34 -4.32 0.26
H 2.21 -2.75 0.48
H -1.72 -4.01 1.63
H -2.26 -3.59 -0.04
H -0.91 -4.75 0.20
H -1.35 4.41 0.80
H -2.35 2.94 1.01
H -0.91 3.21 2.05
H 0.86 4.10 -0.56
H 1.31 3.22 0.94
H 1.49 2.40 -0.63
C -0.87 -1.02 3.33
O -0.94 -0.98 4.47
Yb -0.32 0.42 1.11
O -2.60 -0.29 0.52
H -2.78 -1.26 0.67
H -2.68 -0.19 -0.46
N -0.51 2.59 0.05
F 3.38 0.66 4.01
Te 2.72 0.27 2.26
F 4.20 -0.82 1.81
F 1.86 -1.23 3.09
F 0.99 1.28 2.78
F 3.53 1.91 1.63
O 1.81 -0.04 0.68
*
```

orbital gap (spin up / spin down): 6.2 / 7.6 eV
HOMO level (spin up / spin down): -14.7 / -16.1 eV
lowest unoccupied orbital energy (spin up / spin down): -8.54 / -8.54 eV
⟨S²⟩: 2.04
E: -3071.40051 hartree
largest force on an atom: 3.93 eV/Å



No. 6
Computed, not measured: a molecular structure, C12H20MgN2O2 in a non-equilibrium geometry, with ωB97M-V with the def2-TZVPD basis set.

Geometry as ORCA input:
```
! RIJCOSX wB97M-V def2-TZVPD def2/J DEFGRID3
* xyz 0 1
C -1.49 2.79 0.06
C -1.54 0.06 1.11
C -1.18 0.52 -0.33
H -0.48 2.82 -0.36
C -2.15 -1.31 0.81
H -0.63 -0.07 1.76
H -1.82 1.81 -0.46
H -2.62 -1.85 1.62
C -1.90 -0.34 -1.38
H -1.10 -0.89 -1.92
H -2.44 0.17 -2.18
C -1.41 2.52 1.55
H -1.74 3.36 2.18
H -0.35 2.40 1.80
C -2.16 1.22 1.92
H -3.23 1.30 1.74
H -2.00 1.07 3.00
C -2.73 -1.39 -0.58
H -3.78 -1.09 -0.64
H -2.66 -2.39 -1.04
Mg -0.42 -1.13 0.17
H -1.99 3.64 -0.18
C 3.19 -0.70 -2.04
C 2.16 -0.94 -0.99
N 1.04 -1.51 -1.45
O 1.31 -1.80 -2.82
C 2.40 -0.75 0.42
C 3.70 -0.33 1.00
N 1.37 -1.02 1.29
O 1.62 -1.19 2.51
H 3.55 -1.66 -2.47
H 4.04 -0.17 -1.60
H 2.79 -0.08 -2.87
H 0.61 -2.41 -3.11
H 3.65 0.74 1.24
H 3.88 -0.88 1.94
H 4.51 -0.51 0.30
*
```

orbital gap (spin up / spin down): 6.1 / 6.1 eV
HOMO level (spin up / spin down): -7.1 / -7.1 eV
lowest unoccupied orbital energy (spin up / spin down): -1.00 / -1.00 eV
E: -928.93401 hartree
largest force on an atom: 9.41 eV/Å
energy above the lowest of the compared OMol25 structures with the same formula, charge and spin: 572.7 kJ/mol



- What is the largest force on an atom in the third record?
  9.33 eV/Å



- Which value of E does entry 3 give?
  -2416.36321 hartree